one:
{"formula": "C6H13N4", "method": "wB97M-V/def2-TZVPD", "species": ["C", "C", "C", "C", "C", "C", "N", "N", "N", "N", "H", "H", "H", "H", "H", "H", "H", "H", "H", "H", "H", "H", "H"], "xyz": [[0.256, 2.482, -0.441], [0.513, 1.283, 1.523], [0.177, 2.500, 0.897], [1.348, 0.558, -0.601], [-2.923, -0.351, -0.729], [2.661, -1.459, -1.207], [0.904, 1.641, -1.135], [1.113, 0.318, 0.769], [0.091, 1.028, 2.776], [1.932, -0.198, -1.489], [-0.056, 3.336, -1.003], [-0.256, 3.412, 1.369], [-3.934, -0.497, -0.354], [-2.328, -0.490, 0.254], [-2.640, 0.523, -1.275], [-2.711, -1.198, -1.370], [2.212, -1.972, -0.404], [2.495, -2.058, -2.194], [3.719, -1.488, -1.253], [1.591, -0.349, 1.321], [0.014, 1.823, 3.303], [0.220, 0.184, 3.285], [2.327, 0.188, -2.355]], "total_charge": 1, "homo_lumo_gap_ha": 0.340}

two:
{"formula": "C6H13N4", "method": "wB97M-V/def2-TZVPD", "species": ["C", "C", "C", "C", "N", "N", "C", "N", "N", "C", "H", "H", "H", "H", "H", "H", "H", "H", "H", "H", "H", "H", "H"], "xyz": [[1.817, 1.227, 1.138], [1.275, 0.067, 0.276], [1.657, 0.030, -1.228], [-0.207, 0.048, 0.290], [-1.007, 1.040, 0.479], [-2.271, 0.559, 0.070], [-3.383, 1.367, -0.198], [-2.252, -0.735, -0.152], [-1.002, -1.117, -0.076], [-0.583, -2.506, -0.148], [1.306, 1.277, 2.108], [1.690, 2.202, 0.639], [2.809, 1.103, 1.483], [1.634, -0.797, 0.684], [2.805, -0.110, -1.340], [1.240, 0.882, -1.745], [1.371, -0.947, -1.649], [-3.408, 2.315, 0.500], [-3.284, 1.876, -1.142], [-4.330, 0.823, -0.223], [-0.007, -2.849, 0.667], [-1.514, -3.223, -0.040], [0.028, -2.548, -1.058]], "smiles": "CC(C)c1nn(C)n[n+]1C", "total_charge": 1, "homo_lumo_gap_ha": 0.404}

one is the most stable structure shown above.